[1]
# C2H8N2O2

A 2-piece molecular cluster, C2H8N2O2 overall at a distorted geometry (the ωB97M-V functional and the def2-TZVPD basis, OMol25).

Frontier orbital gap in eV: 10.75
Highest occupied orbital energy in eV: -10.0
Energy above the lowest of the compared OMol25 structures with the same formula, charge and spin in eV: 1.934
SMILES: NC=O.NCO

Last column: natural (NBO) charge in e.
Atoms and positions in Å:
N  -0.64468  0.73669  1.25019  -0.879
C  -0.81924  2.13418  0.68441  0.083
O  -1.06407  2.15232  -0.70734  -0.719
H  -1.51355  0.49882  1.53821  0.356
H  0.10232  0.72630  1.98307  0.390
H  -1.58361  2.62773  1.27815  0.149
H  0.14677  2.80181  0.79391  0.148
H  -0.81063  1.17087  -0.86504  0.476
C  1.07710  -1.88493  -0.37449  0.533
N  1.00184  -2.51367  -1.65149  -0.857
O  2.07819  -1.63687  0.24346  -0.584
H  0.10092  -1.62703  0.00170  0.109
H  1.84203  -2.45020  -2.11195  0.393
H  0.08660  -2.73602  -2.06279  0.402

Atoms 1-2, force components in eV/Å:
N 3.9 2.9 -1.9
C 2.7 1.1 1.2

---

[2]
# C4H9N2

C4H9N2 as an isolated structure at a distorted geometry (the ωB97M-V functional and the def2-TZVPD basis, OMol25).

Frontier orbital gap (alpha / beta) in eV: 7.84 / 8.91
Highest occupied orbital energy (alpha / beta) in eV: -10.7 / -16.0
2S+1: 3
Energy above the lowest of the compared OMol25 structures with the same formula, charge and spin in eV: 2.189
Total charge: +1

Last column: Mulliken spin population.
Atoms and positions in Å:
C  0.29826  -0.57427  -1.27019  0.056
C  -0.11090  -1.14816  0.84358  0.047
C  1.17255  -0.43759  -0.05759  0.790
C  -1.40815  0.88316  -0.03360  0.000
N  1.81670  0.59244  0.38552  0.229
N  -0.74448  -0.39573  -0.24346  0.750
H  0.22784  0.31383  -1.88814  -0.002
H  0.37281  -1.61903  -1.79464  0.033
H  -0.10272  -2.26285  0.91276  0.026
H  -0.36689  -0.87109  1.91607  0.002
H  -0.82261  1.74146  -0.15564  0.012
H  -2.44886  0.87074  -0.62648  0.044
H  -1.83784  0.79655  0.98444  0.003
H  1.70683  0.93950  1.31828  0.006
H  2.24746  1.17104  -0.29092  0.004

Atoms 1-2, force components in eV/Å:
C 0.2 0.2 0.1
C 1.3 1.8 0.9

---

[3]
# C24H32N3O4

An isolated ion of composition C24H32N3O4 and charge +1 (the ωB97M-V functional and the def2-TZVPD basis, OMol25).

Frontier orbital gap in eV: 7.97
Highest occupied orbital energy in eV: -10.9
Energy above the lowest of the compared OMol25 structures with the same formula, charge and spin in eV: 0.000
SMILES: CC(C)OC[C@@H](O)C[NH+]1CCN(CCN2C(=O)c3cccc4cccc(c34)C2=O)CC1
Total charge: +1

Last column: natural (NBO) charge in e.
Atoms and positions in Å:
C  7.22023  -1.74663  2.87817  -0.640
H  7.36150  -0.88712  2.22706  0.214
H  7.85305  -1.62967  3.75222  0.231
H  7.53171  -2.64491  2.35080  0.211
C  5.76177  -1.83711  3.31702  0.108
C  5.34987  -0.61757  4.13238  -0.619
H  5.96246  -0.54817  5.02518  0.226
H  5.48275  0.28533  3.54232  0.213
H  4.30686  -0.69194  4.42942  0.214
H  5.61564  -2.75054  3.91472  0.171
O  4.87094  -1.88837  2.19677  -0.575
C  4.87481  -3.09095  1.46462  -0.086
C  3.62168  -3.03518  0.58534  0.064
O  2.49211  -2.72200  1.35914  -0.726
H  2.80803  -2.21213  2.12354  0.504
H  3.44200  -4.00790  0.11723  0.196
C  3.78388  -1.92638  -0.48498  -0.250
N  2.43835  -1.54656  -0.95533  -0.372
C  2.31310  -0.13303  -1.36662  -0.225
C  0.84422  0.17695  -1.65256  -0.239
N  0.39762  -0.68516  -2.72385  -0.453
C  0.46494  -2.07199  -2.30804  -0.258
C  1.92448  -2.42195  -2.03233  -0.227
H  2.01185  -3.46287  -1.72153  0.227
H  2.52534  -2.25156  -2.92791  0.226
H  0.09344  -2.70205  -3.11690  0.232
H  -0.13073  -2.26677  -1.40182  0.218
C  -0.81954  -0.30618  -3.40751  -0.217
H  -0.84168  -0.86790  -4.34519  0.212
C  -2.15657  -0.57288  -2.69122  -0.254
N  -2.47652  0.36520  -1.62372  -0.466
C  -2.24142  -0.01828  -0.31952  0.673
O  -1.60785  -1.03815  -0.08273  -0.637
C  -2.74880  0.86563  0.73267  -0.106
C  -2.62333  0.50343  2.06003  -0.136
C  -3.11641  1.33405  3.06882  -0.229
C  -3.72724  2.52167  2.75502  -0.119
C  -3.87263  2.92757  1.41213  -0.076
C  -4.49365  4.14013  1.04464  -0.132
C  -4.61739  4.49512  -0.27439  -0.222
C  -4.13191  3.65753  -1.28206  -0.117
C  -3.51823  2.46252  -0.96066  -0.109
C  -3.37781  2.08049  0.38892  -0.032
C  -3.04220  1.57710  -2.02806  0.663
O  -3.11685  1.84069  -3.20840  -0.573
H  -4.23321  3.92588  -2.32278  0.243
H  -5.09570  5.42391  -0.54395  0.230
H  -4.87261  4.78515  1.82345  0.223
H  -4.10946  3.16306  3.53519  0.222
H  -3.01580  1.03128  4.09969  0.228
H  -2.14782  -0.43545  2.30185  0.238
H  -2.94787  -0.47986  -3.43818  0.243
H  -2.17470  -1.57548  -2.26270  0.227
H  -0.75584  0.75430  -3.65635  0.224
H  0.75046  1.21752  -1.96613  0.233
H  0.27368  0.03475  -0.72146  0.198
H  2.68771  0.51072  -0.56945  0.227
H  2.90998  0.01696  -2.26833  0.226
H  1.83511  -1.70973  -0.11636  0.472
H  4.40605  -2.25435  -1.31653  0.230
H  4.24806  -1.06464  0.00017  0.240
H  5.76986  -3.19059  0.83868  0.187
H  4.81901  -3.95443  2.14136  0.197

Atoms 1-2, force components in eV/Å:
C -0.4 -0.1 0.0
H 0.0 0.1 -0.1

---

[4]
# C3H5NO2

An isolated molecule of C3H5NO2 (the ωB97M-V functional and the def2-TZVPD basis, OMol25).

Frontier orbital gap in eV: 9.46
Highest occupied orbital energy in eV: -9.1
Energy above the lowest of the compared OMol25 structures with the same formula, charge and spin in eV: 3.471

Last column: natural (NBO) charge in e.
Atoms and positions in Å:
C  -0.94428  1.42098  -0.13237  -0.416
N  0.14844  0.58094  0.31976  -0.623
C  -0.09894  -0.72697  0.53007  0.891
O  -1.14447  -1.29178  0.65526  -0.573
C  1.32746  -1.76489  -0.63742  0.082
O  1.13046  -1.47179  0.62547  -0.487
H  -1.85151  1.10034  0.37943  0.232
H  -0.73027  2.46004  0.12167  0.206
H  -1.09949  1.32865  -1.21365  0.200
H  1.07865  0.82061  0.01009  0.404
H  2.18396  -2.45613  -0.65829  0.084

Atoms 1-2, force components in eV/Å:
C -0.2 0.1 0.0
N 0.0 -0.2 0.0

---

no.,energy (eV)
1,-9277.9761
2,-7261.2704
3,-38063.5518
4,-8774.2242